Record 1
This record from the Open Molecules 2025 dataset describes a molecular structure, C28H52AlCl18. The level of theory is ωB97M-V/def2-TZVPD.

```
99
Properties=species:S:1:pos:R:3:lowdin_charge:R:1
Cl 2.890 3.853 0.811 0.55
H -6.782 4.568 3.685 0.07
H -0.449 4.653 8.522 -0.07
C -0.635 -2.014 -6.030 -0.65
Cl -1.740 -5.286 4.737 0.53
H -0.561 3.231 2.046 0.06
H 0.700 -0.040 -2.344 -0.07
C -0.316 1.929 3.755 -0.40
H 2.090 2.387 -1.554 0.02
C 4.868 2.473 -5.826 -0.66
Cl -2.321 -6.874 -1.686 0.52
C -1.130 2.415 2.522 -0.07
Cl -0.424 -4.962 0.404 0.54
C -2.634 5.019 6.588 -0.29
H 3.592 2.342 -2.489 -0.05
H -1.241 -1.780 5.808 0.07
H -0.726 -0.181 3.250 -0.01
Cl 6.607 3.524 -3.996 0.55
C -0.874 -3.821 5.284 -0.65
H 4.852 3.453 -6.300 0.07
H -2.667 -2.812 5.943 0.07
H -1.308 1.000 5.447 0.09
H 0.596 0.106 4.456 0.07
C 5.937 -0.596 -9.681 -0.66
Cl 3.489 2.377 -4.703 0.63
H -1.271 -7.724 0.250 0.07
Cl 7.056 1.192 -7.944 0.65
H 1.478 -2.321 -6.085 0.07
C -3.015 1.853 9.695 -0.09
H -8.248 4.788 4.646 0.06
C 0.129 0.459 3.521 -0.11
H 0.446 3.406 5.796 0.04
H 3.471 4.495 -1.368 0.07
H -2.114 2.810 2.803 0.07
H 0.616 2.498 3.876 0.11
C -1.103 2.030 5.105 -0.25
H -3.311 4.487 5.886 0.00
C -2.126 -7.074 0.078 -0.66
Cl -6.377 5.730 5.690 0.56
H -0.536 -2.037 -1.779 0.06
H -0.479 -4.041 6.275 0.07
C 3.684 3.611 -0.767 -0.67
H 0.665 -3.205 -4.778 -0.05
H 4.758 3.560 -0.600 0.06
H 0.894 -0.310 -0.606 0.05
C 3.177 2.383 -1.479 -0.70
Cl -0.730 -5.450 -8.309 0.54
H 6.112 -1.391 -10.404 0.07
H -1.702 -0.771 -2.169 0.04
H 6.987 2.153 -5.858 -0.03
H 6.158 1.280 -4.570 0.08
H -2.047 2.570 4.949 0.06
H 0.075 -7.333 -7.139 0.07
C -1.775 -2.614 5.352 -0.64
C -0.773 -6.666 -7.004 -0.65
H 0.848 0.372 2.688 0.07
C -0.767 -6.033 -5.635 -0.61
H -7.676 2.427 4.693 0.07
Cl 3.669 0.875 -0.657 0.55
H -2.771 -5.064 0.538 0.07
C -1.823 6.023 5.879 -0.28
Cl -1.726 -1.358 0.115 0.54
H -1.980 -5.913 1.869 0.03
H -1.688 -7.241 -7.138 0.07
H 4.704 1.720 -6.595 0.03
C 0.682 -2.264 -5.343 -0.68
H 7.602 -1.059 -8.385 0.07
H -1.216 1.640 1.749 0.02
C 7.231 -0.238 -8.994 -0.63
C -0.985 6.707 5.342 0.03
H -7.375 3.083 6.304 0.07
H -3.533 1.498 10.561 -0.03
Al -1.381 3.714 7.592 0.24
C -0.264 2.691 6.249 -0.27
H 0.336 1.946 6.802 0.04
Cl 0.789 -5.243 -5.267 0.65
H -1.554 -5.287 -5.534 0.06
Cl -2.014 -2.118 -4.904 0.57
H 7.989 0.004 -9.738 0.07
C -2.403 2.517 8.884 -0.21
Cl 1.119 -0.948 -4.211 0.65
H -0.921 -6.797 -4.875 0.07
C -0.937 -1.075 -1.458 -0.69
H -3.283 5.506 7.334 0.04
C 6.181 2.213 -5.129 -0.70
H 5.514 0.258 -10.205 0.07
C -1.968 -5.754 0.791 -0.66
Cl -2.292 -2.072 3.740 0.57
C -7.195 4.510 4.690 -0.68
C -7.058 3.121 5.264 -0.67
Cl -5.387 2.521 5.176 0.57
Cl -0.425 1.585 -1.077 0.59
H -0.661 -1.035 -6.506 0.07
H -0.036 -3.655 4.610 0.07
H -0.082 7.207 5.073 0.00
Cl 4.714 -1.198 -8.532 0.54
H -3.020 -7.581 0.438 0.07
H -0.796 -2.772 -6.797 0.04
C 0.175 -0.064 -1.386 -0.70
```

E_tot   -261879.8888 eV
Net charge   -1
Multiplicity   1



Record 2
This record from the Open Molecules 2025 dataset describes 8 unconnected molecules or ions with the total composition C4H24O9. The level of theory is ωB97M-V/def2-TZVPD.

```
37
Properties=species:S:1:pos:R:3:nbo_charge:R:1
H 2.428 0.357 0.465 0.50
H -0.827 2.706 -1.308 0.22
H -1.986 3.049 -2.342 0.23
H -1.354 1.221 -3.565 0.22
H -1.363 -3.380 -0.998 0.46
O -0.246 -0.492 -0.942 -0.84
O 2.335 -2.024 -2.308 -0.93
H -0.041 1.475 3.191 0.47
O 3.735 0.078 1.439 -0.97
H 2.205 -0.985 4.320 0.49
H -3.043 2.926 0.021 0.20
H -3.516 1.365 -0.511 0.18
H 3.399 -0.387 2.261 0.51
H -0.848 -2.084 -1.296 0.49
C -1.472 0.916 -2.486 -0.45
O 0.016 0.530 3.069 -0.97
H -2.445 0.415 -2.604 0.22
H 1.587 -1.280 3.004 0.50
H -2.173 -0.144 1.117 0.50
O -1.762 1.559 0.576 -0.77
H 4.199 -0.632 0.988 0.48
C -2.691 2.048 -0.492 -0.08
O -2.214 -0.654 1.966 -1.00
H 0.708 0.334 -2.613 0.20
H -1.212 0.833 0.239 0.47
H -0.823 0.171 3.377 0.49
C -0.321 -0.043 -2.331 -0.09
H -0.483 -0.972 -2.893 0.22
H 0.394 0.016 -0.394 0.52
O -1.218 -2.856 -1.809 -0.97
H 2.528 -2.775 -1.711 0.46
O 1.835 0.912 -0.117 -0.99
C -1.786 2.180 -1.668 -0.46
H -2.864 -0.423 2.649 0.48
H 1.768 1.711 0.454 0.48
O 2.448 -1.205 3.418 -0.95
H 1.730 -1.522 -1.753 0.47
```

E_tot   -22963.6731 eV
Multiplicity   1
SMILES   OCCCCO.O.O.O.O.O.O.O



Record 3
This record from the Open Molecules 2025 dataset describes 2 unconnected molecules or ions with the total composition C3H9NO2. The level of theory is ωB97M-V/def2-TZVPD.

```
15
Properties=species:S:1:pos:R:3:nbo_charge:R:1
H -1.400 0.583 3.155 0.36
H 1.695 -2.283 -1.503 0.26
C -0.660 2.204 2.064 -0.41
H 0.218 2.411 1.440 0.18
H 0.034 -3.085 -1.511 0.24
O -0.617 -0.214 -1.999 -0.53
N -0.805 0.774 2.350 -0.86
H -1.519 2.533 1.502 0.20
H -0.507 2.751 3.002 0.18
H 0.071 0.295 2.486 0.35
C 0.644 -2.229 -1.239 -0.74
O 1.120 -0.026 -0.685 -0.78
H 0.880 0.654 -0.057 0.51
H 0.670 -2.437 -0.151 0.25
C 0.196 -0.835 -1.369 0.80
```

E_tot   -8841.2416 eV
Multiplicity   1
SMILES   CC(=O)O.CN



Record 4
This record from the Open Molecules 2025 dataset describes 2 unconnected molecules or ions with the total composition C8H13N2O2S. The level of theory is ωB97M-V/def2-TZVPD.

```
26
Properties=species:S:1:pos:R:3:nbo_charge:R:1
N -4.467 1.111 0.698 -0.75
C -3.860 -1.175 0.262 -0.34
H -4.836 -1.279 0.462 0.22
C -2.132 0.492 0.710 -0.44
C 2.971 0.237 -0.376 -0.57
H 1.936 0.123 0.150 0.41
H -3.127 -3.003 -0.265 0.22
C -1.135 -0.520 0.499 0.62
C 3.655 1.544 0.281 -0.62
H -0.847 -2.493 -0.005 0.42
S 3.978 -1.191 -0.054 1.48
H 2.873 2.443 0.241 0.27
C 2.835 0.196 -1.893 -0.65
C -3.515 0.204 0.571 0.29
H -5.422 1.035 0.496 0.41
H -4.151 2.049 0.962 0.40
C -2.891 -2.065 0.130 0.08
O 0.102 -0.296 0.480 -0.77
H 3.857 1.538 1.410 0.27
H 3.727 -0.283 -2.384 0.23
H 4.535 1.734 -0.349 0.23
H 3.017 1.243 -2.309 0.26
O 4.445 -1.240 1.320 -0.60
H -1.859 1.510 0.946 0.22
H 1.887 -0.128 -2.115 0.25
N -1.577 -1.785 0.133 -0.55
```

E_tot   -26407.5618 eV
Net charge   +1
Multiplicity   1



The following E_LUMO values (in eV) correspond, in order, to the records above: 1.23, 0.20, 0.77, -7.47.
The following max |F| values (in eV/Å) correspond, in order, to the records above: 1.2, 3.7, 3.9, 4.5.
The following gap between HOMO and LUMO values (in eV) correspond, in order, to the records above: 5.67, 10.39, 10.18, 3.55.